96
Properties=species:S:1:pos:R:3:mulliken_charge:R:1 method="wB97M-V/def2-TZVPD" lumo_energy_ev="-6.841 / -6.645" energy_ha=-3934.03633 spin_multiplicity=3 charge=+2
V -0.071 0.257 0.055 -0.10
N 1.922 0.010 3.740 -0.14
C 1.279 0.823 4.721 0.24
C 1.999 1.333 5.785 -0.73
C 1.355 2.156 6.699 -0.70
C 0.022 2.494 6.527 -0.71
C -0.689 2.003 5.438 -0.76
C -0.059 1.147 4.551 0.73
S -0.904 0.340 3.228 0.05
N 0.361 0.337 2.047 0.22
C 1.564 0.023 2.455 0.76
C 2.547 -0.311 1.391 0.35
C 3.901 -0.450 1.600 -0.97
C 4.714 -0.765 0.514 -0.93
C 4.137 -0.915 -0.730 -1.26
C 2.766 -0.727 -0.866 -0.22
N 1.985 -0.425 0.171 1.19
H 2.854 -0.298 3.967 0.28
H 3.048 1.092 5.908 0.37
H 1.906 2.542 7.545 0.41
H -0.470 3.139 7.241 0.43
H -1.730 2.260 5.295 0.42
H 4.339 -0.305 2.578 0.53
H 5.781 -0.881 0.645 0.48
H 4.733 -1.153 -1.599 0.56
H 2.284 -0.802 -1.832 0.35
O 1.454 0.599 -3.383 -0.67
C 1.119 1.349 -2.494 -0.24
O 0.177 1.020 -1.618 0.74
C 1.739 2.693 -2.296 0.19
C 1.453 3.460 -1.167 0.49
C 2.079 4.678 -0.972 -0.66
C 2.978 5.108 -1.929 -0.19
C 3.268 4.380 -3.068 -0.65
C 2.642 3.157 -3.247 -0.59
N 3.661 6.408 -1.719 1.02
O 3.405 7.004 -0.695 -0.60
O 4.435 6.769 -2.576 -0.59
H 0.720 3.116 -0.448 0.03
H 1.883 5.296 -0.108 0.57
H 3.971 4.771 -3.789 0.55
H 2.847 2.553 -4.119 0.57
C 0.999 -6.964 0.292 -1.24
C -0.339 -6.236 0.208 -0.07
C -0.425 -4.995 1.095 -0.48
C 0.647 -3.951 0.806 -0.78
N 0.671 -3.534 -0.602 0.08
C -0.104 -2.613 -1.160 0.21
S -1.254 -1.710 -0.182 -0.44
N -0.014 -2.382 -2.456 -0.14
C -0.953 -1.605 -3.284 -0.37
C -2.234 -2.359 -3.616 -0.50
C -2.073 -3.622 -4.464 -0.73
C -1.537 -4.846 -3.721 -0.91
H 0.970 -7.894 -0.273 0.40
H 1.247 -7.211 1.325 0.30
H 1.826 -6.373 -0.112 0.27
H -1.138 -6.917 0.504 0.43
H -0.554 -5.965 -0.831 -0.13
H -0.319 -5.283 2.145 0.48
H -1.410 -4.532 0.994 0.20
H 1.640 -4.346 1.021 0.67
H 0.499 -3.063 1.419 -0.14
H 1.190 -4.138 -1.227 0.39
H 0.646 -2.947 -2.974 0.50
H -0.399 -1.342 -4.185 0.59
H -1.169 -0.675 -2.763 -0.38
H -2.867 -1.649 -4.154 0.50
H -2.761 -2.601 -2.688 0.20
H -1.448 -3.404 -5.334 0.29
H -3.057 -3.877 -4.861 0.38
H -0.473 -4.774 -3.484 0.16
H -1.656 -5.743 -4.328 0.46
H -2.083 -5.005 -2.788 0.20
C -1.242 4.212 1.534 -1.06
C -2.477 3.333 1.699 -0.67
Sb -2.507 1.689 0.339 0.58
C -4.192 0.561 0.998 -0.63
C -5.402 1.441 1.303 -1.22
C -3.313 2.608 -1.416 -0.77
C -2.269 3.193 -2.362 -0.77
H -1.287 5.069 2.207 0.49
H -1.153 4.604 0.519 0.27
H -0.327 3.660 1.769 0.15
H -3.397 3.891 1.520 0.60
H -2.534 2.911 2.702 0.26
H -3.880 -0.014 1.871 0.41
H -4.405 -0.150 0.198 0.44
H -5.203 2.128 2.126 0.31
H -6.257 0.828 1.588 0.41
H -5.699 2.032 0.435 0.31
H -3.993 3.380 -1.054 0.50
H -3.923 1.848 -1.906 0.52
H -1.618 3.911 -1.860 0.24
H -2.759 3.718 -3.183 0.44
H -1.639 2.415 -2.791 -0.02